Below is a cluster of 10 separate species, C4H27O11 in total, with properties calculated with ωB97M-V with the def2-TZVPD basis set.

Calculated values
HOMO-LUMO gap (spin up / spin down) ... 10.0 / 5.0 eV
2S+1 ... 2
LUMO level (spin up / spin down) ... -0.016 / -0.199 hartree
E_HOMO (spin up / spin down) ... -10.45 / -10.44 eV

Element x y z (Å)
C 1.227 -0.793 -1.788
O 0.021 -0.585 -2.545
C 2.025 0.430 -1.342
C 2.069 0.608 0.178
C 3.071 1.573 0.734
O 2.861 1.737 2.137
H 0.838 -1.211 -0.848
H 1.829 -1.464 -2.398
H -0.350 0.302 -2.312
H 1.841 1.383 -1.849
H 3.074 0.407 -1.704
H 1.039 0.890 0.433
H 2.157 -0.369 0.680
H 2.992 2.530 0.183
H 4.106 1.247 0.660
H -0.262 -2.931 -2.119
H -0.927 -2.905 -0.940
O -0.121 -3.352 -1.253
H -2.228 3.221 0.719
H -1.128 2.191 0.988
O -1.349 2.973 0.410
H 1.170 -2.711 1.378
H 0.934 -2.636 2.817
O 1.679 -2.761 2.199
H -0.797 -1.079 -0.154
H -1.132 0.241 1.273
O -1.549 -0.843 0.443
H -1.354 0.935 2.764
H 1.930 1.537 2.295
O -0.780 0.913 1.990
H -1.011 2.032 -1.081
H 0.016 2.452 -2.119
O -0.811 1.966 -2.047
H -1.270 -1.694 1.791
H -0.430 -1.253 3.016
O -0.955 -1.989 2.667
H -3.093 -1.522 -1.238
H -1.950 -1.291 -2.207
O -2.536 -1.995 -1.869
H -3.396 1.357 0.759
H -3.635 0.856 -0.641
O -3.813 1.603 -0.062



Below is a cluster of 11 separate species, C4H28BF4N8O10 in total, with properties calculated with ωB97M-V with the def2-TZVPD basis set.

Calculated values
HOMO-LUMO gap ... 9.5 eV
LUMO level ... 0.082 hartree
E_HOMO ... -7.29 eV
Charge ... -1

Element x y z (Å)
B -0.563 0.035 -0.919
F -0.064 1.123 -1.677
F 0.241 -0.173 0.192
F -1.850 0.397 -0.461
F -0.665 -1.117 -1.705
O 0.639 3.129 0.131
H 0.472 2.307 -0.348
H -0.203 3.593 0.115
O -2.508 -1.571 -3.675
H -2.931 -2.377 -3.369
H -1.803 -1.410 -3.032
O 0.313 1.958 -4.190
H 0.344 2.646 -3.520
H 0.280 1.142 -3.688
O -2.560 -3.040 0.486
H -2.114 -2.448 1.106
H -1.975 -3.062 -0.282
O -0.411 -3.986 -1.621
H 0.260 -4.671 -1.685
H 0.072 -3.159 -1.732
O -1.938 -0.674 2.068
H -1.538 -0.301 1.265
H -2.490 0.031 2.420
C -0.114 0.560 5.016
O 0.349 1.313 5.857
N 0.080 0.711 3.681
N -0.732 -0.627 5.359
H 0.615 1.487 3.330
H -0.499 0.207 3.014
H -0.869 -0.710 6.353
H -1.503 -0.919 4.779
C -4.175 2.459 -2.192
O -5.057 3.312 -2.242
N -4.285 1.293 -1.489
N -2.973 2.659 -2.809
H -5.215 1.091 -1.176
H -3.429 0.924 -1.098
H -2.161 2.106 -2.607
H -2.975 3.493 -3.366
C 3.954 0.683 2.351
O 4.052 1.833 2.738
N 4.671 -0.356 2.877
N 3.115 0.317 1.334
H 5.271 -0.118 3.645
H 4.506 -1.321 2.667
H 2.397 0.882 0.925
H 3.129 -0.665 1.140
C 3.316 -1.398 -1.792
O 4.346 -2.044 -1.894
N 2.319 -1.753 -0.943
N 3.076 -0.232 -2.474
H 1.431 -1.272 -0.938
H 2.504 -2.313 -0.134
H 2.120 0.062 -2.579
H 3.727 -0.038 -3.214



Below is a cluster of 15 separate species, C4H28BO22 in total, with properties calculated with ωB97M-V with the def2-TZVPD basis set.

Calculated values
HOMO-LUMO gap (spin up / spin down) ... 3.2 / 7.0 eV
2S+1 ... 2
LUMO level (spin up / spin down) ... 0.140 / 0.140 hartree
E_HOMO (spin up / spin down) ... 0.61 / -3.16 eV
Charge ... -2

Element x y z (Å)
O -18.101 15.339 10.060
C -17.150 16.152 9.895
O -16.352 16.186 8.867
B -15.478 17.369 8.906
O -15.652 17.926 10.264
C -16.563 17.150 10.904
O -16.869 17.367 12.105
O -15.826 18.411 7.944
C -14.890 18.723 7.153
O -14.940 19.442 6.157
C -13.665 17.942 7.702
O -14.082 16.986 8.477
O -12.493 18.156 7.407
O -15.290 20.948 9.914
H -15.877 20.208 9.759
H -15.457 21.545 9.185
O -14.217 14.179 9.023
H -14.631 13.652 9.706
H -14.570 15.060 9.153
O -17.704 13.312 12.323
H -18.481 13.042 11.834
H -17.880 14.220 12.572
O -15.769 17.209 4.367
H -14.932 17.665 4.275
H -16.389 17.895 4.615
O -19.653 17.940 9.977
H -19.401 17.017 9.981
H -19.894 18.120 9.069
O -17.395 19.604 3.987
H -16.622 20.127 3.778
H -18.015 19.800 3.284
O -11.560 16.418 5.127
H -12.172 17.007 4.686
H -11.356 16.857 5.953
O -13.132 20.324 11.520
H -12.556 20.835 10.951
H -13.940 20.224 11.016
O -16.310 17.945 15.233
H -16.248 17.383 14.461
H -17.248 18.102 15.342
O -17.849 19.989 10.209
H -18.286 20.236 11.024
H -18.235 19.145 9.975
O -19.711 17.019 12.745
H -19.740 16.496 11.943
H -19.112 17.737 12.541
O -10.281 16.611 9.619
H -9.380 16.331 9.455
H -10.364 17.440 9.148
O -14.808 15.133 13.389
H -14.321 15.686 14.000
H -15.333 15.747 12.875
O -16.406 21.664 7.149
H -16.038 20.963 6.611
H -17.352 21.530 7.104



Below is a cluster of 10 separate species, C4H28N2O10 in total, with properties calculated with ωB97M-V with the def2-TZVPD basis set.

Calculated values
HOMO-LUMO gap ... 9.9 eV
LUMO level ... 0.005 hartree
E_HOMO ... -9.76 eV

Element x y z (Å)
N 1.204 -2.674 0.716
C 0.150 -1.700 1.048
C 0.496 -0.414 0.378
N 0.217 0.854 0.814
C -0.251 1.005 2.200
C 0.933 1.167 3.206
O 0.950 -0.431 -0.828
H 2.098 -2.317 0.865
H 1.000 -3.023 -0.117
H 0.201 -1.699 2.235
H -0.923 -1.955 0.817
H 0.152 1.660 0.239
H -1.018 1.839 2.267
H -0.925 0.113 2.490
H 0.720 0.563 4.159
H 1.842 0.952 2.764
H 0.780 2.134 3.712
H -1.687 -1.107 -2.406
H -2.841 -0.624 -1.508
O -2.424 -1.408 -1.837
H 1.777 -2.548 -3.428
H 2.026 -1.184 -2.913
O 2.380 -1.854 -3.622
H 1.150 2.824 -1.495
H 0.514 1.465 -1.827
O 0.371 2.416 -1.866
H -3.362 -0.081 0.775
H -2.125 0.388 0.138
O -3.076 0.491 -0.022
H 3.181 2.143 0.124
H 3.354 3.614 -0.278
O 2.686 2.969 -0.053
H -2.294 -2.521 -0.510
H -2.138 -3.890 0.280
O -2.483 -2.958 0.344
H 4.398 0.246 -0.913
H 2.779 -0.043 -0.977
O 3.650 0.035 -0.437
H -2.191 3.094 -1.341
H -1.128 3.814 -2.279
O -1.994 3.976 -1.743
H -2.388 -1.935 3.657
H -2.300 -2.410 2.206
O -2.381 -1.625 2.759



Below is a cluster of 10 separate species, C4H28N2O10S in total, with properties calculated with ωB97M-V with the def2-TZVPD basis set.

Calculated values
HOMO-LUMO gap ... 9.0 eV
LUMO level ... 0.003 hartree
E_HOMO ... -8.88 eV

Element x y z (Å)
O 0.284 2.236 -1.662
C 0.605 1.114 -1.297
N -0.180 0.437 -0.409
C 0.373 -0.647 0.396
N 0.654 -0.262 1.753
C 1.773 0.407 -1.956
C 3.037 0.663 -1.126
S 3.100 2.313 -0.298
H -0.950 0.867 0.084
H -0.381 -1.433 0.466
H 1.215 -1.117 -0.116
H 1.364 0.438 1.915
H 0.628 -1.082 2.344
H 1.563 -0.663 -1.991
H 1.832 0.747 -2.986
H 3.905 0.706 -1.757
H 3.008 -0.028 -0.295
H 1.868 2.798 -0.400
H -3.002 -3.232 -2.075
H -2.783 -1.742 -1.523
O -2.728 -2.339 -2.251
H -2.613 -0.626 0.138
H -3.709 0.317 0.645
O -3.538 -0.406 0.041
H 0.182 -2.401 -3.453
H 1.576 -2.055 -4.056
O 1.109 -2.661 -3.477
H -2.683 2.225 -2.025
H -3.559 1.196 -1.393
O -3.458 2.157 -1.453
H -1.899 1.715 3.176
H -0.540 1.594 2.378
O -1.482 1.663 2.318
H -1.531 3.953 -0.313
H -1.563 3.208 0.941
O -1.278 4.078 0.613
H 0.234 -3.240 3.800
H 0.555 -3.620 2.176
O 0.149 -3.143 2.861
H 0.504 2.732 1.819
H 0.920 3.507 3.104
O 1.033 2.690 2.616
H 2.621 -4.545 1.461
H 1.997 -4.137 0.181
O 1.787 -4.382 1.088



Below is a cluster of 9 separate species, C4H28N2O8S in total, with properties calculated with ωB97M-V with the def2-TZVPD basis set.

Calculated values
HOMO-LUMO gap ... 9.1 eV
LUMO level ... 0.009 hartree
E_HOMO ... -8.86 eV

Element x y z (Å)
N -0.239 -0.342 -2.022
C 0.659 -0.535 -0.837
C 1.495 -1.772 -1.071
C 2.664 -1.961 -0.071
S 3.770 -0.503 0.085
C -0.125 -0.621 0.482
N -0.970 0.612 0.577
H -0.169 -1.164 -2.606
H -1.210 -0.162 -1.791
H 1.257 0.363 -0.697
H 1.722 -1.846 -2.139
H 0.885 -2.689 -0.969
H 3.215 -2.770 -0.505
H 2.281 -2.035 0.951
H 3.926 -0.296 -1.222
H 0.505 -0.897 1.323
H -0.842 -1.434 0.410
H -0.381 1.438 0.488
H -1.484 0.799 1.436
H 1.583 1.744 4.106
H 1.761 1.374 2.692
O 1.426 0.986 3.520
H -3.912 -2.989 -0.550
H -2.523 -2.207 -0.881
O -2.982 -2.858 -0.343
H -2.677 -1.656 1.438
H -2.586 -2.182 2.876
O -2.443 -1.406 2.341
H -2.460 0.379 3.401
H -0.899 0.608 3.721
O -1.755 1.020 3.559
H -0.728 1.259 -3.055
H -0.222 1.389 -4.498
O -0.827 1.794 -3.864
H -3.313 -1.743 -3.306
H -3.628 -0.304 -2.592
O -3.292 -1.204 -2.511
H 0.567 3.452 0.672
H -0.103 2.653 1.695
O 0.800 2.833 1.380
H 0.033 3.072 -2.233
H 1.036 3.788 -1.399
O 0.091 3.623 -1.434



no.,E (hartree)
1,-996.0740
2,-1784.5116
3,-1849.6392
4,-1031.0718
5,-1429.2771
6,-1278.7965